w | Density functional theory data (ωB97M-V/def2-TZVPD) for a single C4H7NO molecule.

Properties
- SMILES: [O-]/C=C/[NH+]1CC1
- Lowest unoccupied orbital energy: 0.0113 hartree
- HOMO-LUMO gap: 7.57 eV
- HOMO level: -7.26 eV

Atoms and positions in Å:
O: -2.791 -0.815 1.410
C: -1.887 -0.429 0.667
C: -0.592 -0.017 1.015
N: 0.224 0.541 -0.055
C: 0.707 -0.333 -1.151
C: 1.660 0.197 -0.163
H: -2.064 -0.411 -0.450
H: -0.273 0.268 2.010
H: 0.034 1.495 -0.368
H: 0.672 0.090 -2.151
H: 0.373 -1.355 -1.026
H: 1.987 -0.461 0.633
H: 2.320 1.012 -0.442

x | Density functional theory data (ωB97M-V/def2-TZVPD) for 2 unconnected molecules or ions with the total composition C4H7NO.

Properties
- SMILES: O[C@H]1C[C@]12C=N2.[H][H]
- Lowest unoccupied orbital energy: 0.0367 hartree
- HOMO-LUMO gap: 10.60 eV
- HOMO level: -9.60 eV

Atoms and positions in Å:
O: -1.412 -1.105 0.474
C: -0.929 0.201 0.438
C: 0.027 0.690 1.542
C: 1.572 0.654 -0.742
N: 1.536 -0.539 -0.337
C: 0.500 0.426 0.170
H: -0.653 -1.700 0.385
H: -1.700 0.886 0.092
H: 0.297 -0.025 2.316
H: -0.058 1.724 1.868
H: 2.211 1.296 -1.338
H: -0.488 -1.380 -2.154
H: -0.904 -1.128 -2.715

y | Density functional theory data (ωB97M-V/def2-TZVPD) for a single C4H7NO molecule.

Properties
- SMILES: C=CN(C)C=O
- Lowest unoccupied orbital energy: 0.0345 hartree
- HOMO-LUMO gap: 10.46 eV
- HOMO level: -9.53 eV

Atoms and positions in Å:
C: 0.572 0.006 -1.524
N: 0.347 0.074 -0.089
C: -1.581 -0.738 1.164
C: -0.985 0.142 0.373
C: 1.386 0.499 0.689
O: 2.497 0.744 0.261
H: -0.348 -0.361 -1.968
H: 1.388 -0.687 -1.713
H: 0.840 0.966 -1.967
H: -2.564 -0.529 1.560
H: -1.097 -1.653 1.440
H: -1.575 0.971 0.016
H: 1.121 0.565 1.760

z | Density functional theory data (ωB97M-V/def2-TZVPD) for 2 unconnected molecules or ions with the total composition C4H7NO.

Properties
- SMILES: O[C@H]1C=CN=C1.[H][H]
- Lowest unoccupied orbital energy: 0.0140 hartree
- HOMO-LUMO gap: 9.85 eV
- HOMO level: -9.47 eV

Atoms and positions in Å:
O: 1.881 0.507 0.114
C: 0.733 0.331 -0.680
C: 0.046 -1.014 -0.675
C: -1.259 -0.788 -0.504
N: -1.568 0.600 -0.303
C: -0.452 1.224 -0.364
H: 1.636 0.312 1.028
H: 1.048 0.565 -1.709
H: 0.108 -0.604 2.414
H: 0.549 -1.961 -0.830
H: -2.080 -1.496 -0.482
H: -0.261 0.020 2.237
H: -0.381 2.304 -0.245

On energetic grounds, y is preferred over the next structure by 145.6 kJ/mol.

w | Density functional theory data (ωB97M-V/def2-TZVPD) for a single C4H7NO molecule.

Properties
- SMILES: C/N=C/[C@H]1CO1
- Lowest unoccupied orbital energy: 0.0417 hartree
- HOMO-LUMO gap: 10.99 eV
- HOMO level: -9.86 eV

Atoms and positions in Å:
C: -2.247 0.159 0.466
N: -0.807 -0.004 0.530
C: -0.198 -0.207 -0.558
C: 1.278 -0.434 -0.585
C: 2.160 0.348 0.293
O: 1.859 -1.002 0.575
H: -2.719 -0.829 0.493
H: -2.586 0.678 -0.443
H: -2.595 0.713 1.342
H: -0.709 -0.233 -1.535
H: 1.678 -0.814 -1.526
H: 3.187 0.549 -0.011
H: 1.697 1.075 0.960

x | Density functional theory data (ωB97M-V/def2-TZVPD) for a molecular structure, C4H7NO.

Properties
- Lowest unoccupied orbital energy: -0.0004 hartree
- HOMO-LUMO gap: 9.37 eV
- HOMO level: -9.38 eV

Atoms and positions in Å:
C: -0.304 -0.652 2.565
C: -0.117 -0.199 1.163
O: 0.795 -0.533 0.361
C: -0.632 0.744 0.300
C: 0.563 0.864 -2.682
N: 0.131 -0.328 -2.717
H: -1.247 -1.200 2.658
H: -0.358 0.219 3.224
H: 0.526 -1.295 2.865
H: -1.320 0.388 -0.472
H: 1.202 1.269 -1.888
H: 0.278 1.555 -3.481
H: 0.482 -0.831 -1.897

y | Density functional theory data (ωB97M-V/def2-TZVPD) for 2 unconnected molecules or ions with the total composition C4H7NO.

Properties
- Lowest unoccupied orbital energy: -0.0023 hartree
- HOMO-LUMO gap: 8.30 eV
- HOMO level: -8.36 eV

Atoms and positions in Å:
C: -1.025 1.764 -0.731
C: -0.443 0.432 -0.430
N: -1.115 -0.593 0.067
C: -0.260 -1.664 0.162
C: 1.040 -1.153 -0.366
O: 0.826 0.254 -0.709
H: -0.404 2.561 -0.314
H: -2.038 1.813 -0.331
H: -1.055 1.896 -1.817
H: 0.553 -1.349 2.782
H: 0.204 -1.786 2.284
H: 1.314 -1.677 -1.288
H: 1.866 -1.206 0.348

z | Density functional theory data (ωB97M-V/def2-TZVPD) for a single C4H7NO molecule.

Properties
- Lowest unoccupied orbital energy: 0.0272 hartree
- HOMO-LUMO gap: 9.31 eV
- HOMO level: -8.57 eV

Atoms and positions in Å:
O: -1.712 -0.420 1.706
C: -1.582 0.080 0.511
C: -0.382 1.010 0.424
N: 0.630 0.632 -0.561
C: 1.227 -0.680 -0.378
C: 0.300 -0.431 -1.508
H: -1.006 -0.135 2.334
H: -0.693 -0.868 -1.452
H: 0.139 1.139 1.396
H: -0.783 1.994 0.140
H: 0.868 -1.300 0.446
H: 2.301 -0.730 -0.546
H: 0.694 -0.293 -2.511

On energetic grounds, w is preferred over the next structure by 166.7 kJ/mol.

w | Density functional theory data (ωB97M-V/def2-TZVPD) for a molecular structure, C4H7NO.

Properties
- Lowest unoccupied orbital energy: 0.0225 hartree
- HOMO-LUMO gap: 7.52 eV
- HOMO level: -6.90 eV

Atoms and positions in Å:
C: -1.249 -0.710 0.621
C: -0.389 0.202 -0.993
C: 0.584 1.277 -0.449
C: 1.261 0.215 0.408
O: 2.123 0.137 1.243
N: 0.400 -0.795 -0.080
H: -2.056 -1.137 0.029
H: -0.987 -1.404 1.447
H: -1.498 0.259 1.047
H: -0.193 -0.059 -2.044
H: 1.290 1.677 -1.192
H: 0.177 2.121 0.119
H: 0.656 -1.764 -0.229

x | Density functional theory data (ωB97M-V/def2-TZVPD) for a single C4H7NO molecule.

Properties
- SMILES: CN1C[C@H]1C=O
- Lowest unoccupied orbital energy: 0.0350 hartree
- HOMO-LUMO gap: 10.57 eV
- HOMO level: -9.61 eV

Atoms and positions in Å:
C: -1.259 -0.802 -1.017
N: -0.452 0.288 -0.500
C: 0.932 -0.050 -0.556
C: 0.226 0.090 0.779
C: 0.629 1.288 1.550
O: 0.816 1.290 2.737
H: -1.239 -0.789 -2.120
H: -2.267 -0.631 -0.666
H: -0.903 -1.791 -0.683
H: 1.255 -1.054 -0.827
H: 1.520 0.727 -1.037
H: -0.063 -0.717 1.463
H: 0.805 2.151 0.877

On energetic grounds, x is preferred over the next structure by 361.2 kJ/mol.